1.
Density functional theory data (the ωB97M-V functional and the def2-TZVPD basis) for a 9-piece molecular cluster, C3H23NO8 overall.

## Properties
**Spin multiplicity**: 2
**Charge**: +1
**Total energy**: -21344.238 eV
**Gap between HOMO and LUMO (spin up / spin down)**: 8.90 / 5.36 eV
**HOMO (spin up / spin down)**: -14.2781 / -14.2773 eV

Last column: Mulliken spin population.
Cartesian coordinates (Å):
C: 2.197 -1.124 1.318  0.10
C: 1.540 0.151 1.952  0.08
C: -0.302 -1.154 2.968  -0.04
N: 0.205 -0.131 2.475  0.74
H: 3.270 -1.034 1.439  0.01
H: 1.882 -1.923 1.994  0.00
H: 1.748 -1.329 0.354  0.00
H: 1.465 0.981 1.246  -0.01
H: 2.108 0.545 2.793  0.00
H: 0.102 -2.162 2.876  0.05
H: -1.243 -0.957 3.494  0.06
H: 0.617 -0.793 -2.688  0.00
H: -0.562 -1.562 -3.116  0.00
O: -0.119 -0.726 -3.314  0.00
H: 0.113 -3.142 -0.563  0.00
H: -1.302 -2.603 -0.893  0.00
O: -0.363 -2.514 -1.110  0.00
H: -2.653 -0.763 0.310  0.00
H: -2.113 -0.944 1.559  0.00
O: -2.650 -1.486 0.971  0.00
H: -1.017 2.109 -3.036  0.00
H: -0.656 0.923 -2.379  0.00
O: -1.221 1.709 -2.175  0.00
H: -2.203 -0.744 -2.339  0.00
H: -3.035 0.379 -1.768  0.00
O: -2.946 -0.578 -1.757  0.00
H: 0.529 3.002 0.534  0.00
H: 0.404 3.149 -0.849  0.00
O: 1.140 2.958 -0.242  0.00
H: 3.537 1.161 -1.248  0.00
H: 2.058 1.425 -0.856  0.00
O: 2.644 0.818 -1.330  0.00
H: -0.848 2.365 1.865  0.00
H: -1.158 1.559 0.559  0.00
O: -1.170 2.436 0.959  0.01

Forces on the atoms, in the same order (eV/Å):
-1.6196 -0.2177 1.4220
-0.0359 1.2548 -0.2184
-1.2743 1.3287 0.2734
1.9934 -1.7629 -0.2331
0.0774 0.2319 -0.6214
0.4294 -0.2894 -0.1494
0.5840 0.2220 -0.3380
-0.0269 -0.1920 -0.2940
0.0674 -0.1904 0.1805
0.0894 0.0101 -0.0537
-0.0363 -0.5216 0.1415
0.2293 0.1626 -0.2360
0.0811 -0.0647 -0.3130
0.0172 -0.1230 0.5216
-0.1439 -0.3160 -0.0705
0.0794 -0.0370 0.2441
-0.0208 0.3203 0.0192
-0.9187 -1.0133 -1.1224
-0.1102 -0.5898 0.8586
0.8211 1.4328 -0.0163
-0.6479 0.7562 0.2005
-0.6398 -0.0457 0.6692
1.2865 -0.6062 -0.8789
0.1244 0.1892 -0.2081
0.0264 0.2337 -0.2790
-0.1609 -0.1956 0.5755
0.9959 -0.0450 -0.3491
0.5969 -0.1746 -0.7632
-1.2384 0.2145 0.7259
-0.0055 0.1847 -0.0532
0.1533 0.5626 -0.1763
-0.2346 -0.7048 0.1558
-0.3569 -0.1351 0.0684
-0.0230 0.0797 -0.1008
-0.1587 0.0410 0.4186

2.
Density functional theory data (the ωB97M-V functional and the def2-TZVPD basis) for C40H53N8OS3Sr as an isolated structure.

## Properties
**Charge**: +1
**Total energy**: -89650.641 eV
**Gap between HOMO and LUMO**: 7.69 eV
**HOMO**: -10.0373 eV
**Energy above the lowest of the compared OMol25 structures with the same formula, charge and spin**: 47.4 kJ/mol

Last column: Mulliken charge in e.
Cartesian coordinates (Å):
Sr: -0.173 -0.740 1.321  2.42
C: 4.193 -1.971 2.894  -1.38
C: 2.897 -1.920 2.150  -0.35
N: 1.824 -1.387 2.590  0.50
N: 1.792 -0.744 3.805  -1.01
C: 0.524 -0.604 4.219  0.39
O: -0.501 -1.042 3.618  -1.00
C: 0.351 0.157 5.490  0.43
C: 1.431 0.445 6.322  -0.02
C: 1.238 1.178 7.483  -0.82
C: -0.032 1.629 7.818  -0.35
C: -1.110 1.340 6.993  -0.70
C: -0.920 0.603 5.835  -0.42
C: 2.757 -2.578 0.820  0.79
C: 3.762 -3.390 0.312  -0.82
C: 3.583 -4.003 -0.919  -0.51
C: 2.408 -3.786 -1.614  -0.95
C: 1.455 -2.961 -1.035  -0.42
N: 1.612 -2.371 0.144  0.56
H: 4.106 -1.398 3.813  0.29
H: 5.005 -1.567 2.284  0.21
H: 4.453 -3.000 3.152  0.41
H: 2.413 0.078 6.060  0.43
H: 2.077 1.391 8.132  0.40
H: -0.181 2.201 8.724  0.40
H: -2.101 1.689 7.255  0.39
H: -1.749 0.366 5.183  0.41
H: 4.671 -3.546 0.875  0.44
H: 4.354 -4.646 -1.325  0.48
H: 2.223 -4.242 -2.576  0.45
H: 0.521 -2.756 -1.550  0.48
C: -6.410 -2.937 -2.447  -2.12
C: -5.674 -3.817 -1.437  1.99
C: -5.246 -5.118 -2.133  -1.59
C: -6.629 -4.141 -0.279  -1.60
C: -4.434 -3.134 -0.874  0.43
C: -3.647 -3.778 0.080  -0.88
C: -2.528 -3.144 0.573  -1.06
N: -2.141 -1.923 0.192  0.02
C: -2.885 -1.284 -0.721  -0.65
C: -4.022 -1.868 -1.269  0.35
C: -2.427 0.078 -1.143  -1.24
C: -3.239 0.921 -1.881  -0.14
C: -2.779 2.171 -2.298  0.66
C: -1.486 2.512 -1.932  -0.34
C: -0.741 1.630 -1.165  -1.39
N: -1.187 0.440 -0.773  0.07
C: -3.686 3.080 -3.118  2.00
C: -4.006 2.380 -4.447  -1.52
C: -3.025 4.426 -3.416  -2.11
C: -4.986 3.334 -2.342  -1.60
H: -7.292 -3.467 -2.807  0.43
H: -5.789 -2.706 -3.315  0.41
H: -6.749 -2.002 -1.998  0.43
H: -6.124 -5.624 -2.537  0.45
H: -4.754 -5.803 -1.442  0.34
H: -4.561 -4.913 -2.957  0.38
H: -7.525 -4.627 -0.668  0.46
H: -6.933 -3.234 0.245  0.37
H: -6.174 -4.816 0.447  0.35
H: -3.895 -4.766 0.441  0.49
H: -1.908 -3.632 1.318  0.52
H: -4.584 -1.337 -2.020  0.55
H: -4.246 0.620 -2.129  0.37
H: -1.049 3.461 -2.207  0.53
H: 0.257 1.892 -0.832  0.78
H: -3.095 2.177 -5.012  0.38
H: -4.650 3.018 -5.055  0.44
H: -4.527 1.434 -4.289  0.32
H: -2.124 4.310 -4.021  0.38
H: -2.765 4.960 -2.500  0.42
H: -3.719 5.051 -3.978  0.44
H: -5.541 2.413 -2.159  0.31
H: -5.632 3.999 -2.917  0.46
H: -4.782 3.805 -1.379  0.37
S: 0.056 2.219 2.185  -0.35
C: 1.680 2.593 2.378  0.51
N: 2.582 1.895 3.037  0.16
C: 3.967 2.334 2.951  -0.29
C: 3.925 3.822 2.600  -0.62
S: 2.351 4.063 1.721  -0.10
H: 2.330 0.984 3.441  -0.23
H: 4.478 1.762 2.172  -0.09
H: 4.465 2.166 3.905  0.40
H: 4.752 4.106 1.954  0.43
H: 3.933 4.449 3.489  0.37
C: 4.719 3.089 -2.923  -1.15
N: 3.739 2.068 -2.558  0.17
C: 2.368 2.544 -2.612  -1.08
C: 4.071 1.092 -1.660  -0.63
S: 3.066 0.664 -0.379  0.56
N: 5.262 0.486 -1.871  0.25
C: 5.857 0.367 -3.196  -1.23
C: 5.851 -0.389 -0.875  -0.95
H: 4.460 4.030 -2.427  0.38
H: 4.725 3.257 -4.001  0.31
H: 5.715 2.803 -2.603  0.39
H: 2.249 3.119 -3.531  0.39
H: 2.123 3.179 -1.753  0.32
H: 1.686 1.699 -2.632  0.31
H: 5.172 0.739 -3.951  0.39
H: 6.055 -0.688 -3.394  0.42
H: 6.802 0.910 -3.268  0.33
H: 5.569 -0.061 0.121  0.12
H: 6.936 -0.352 -0.980  0.44
H: 5.514 -1.421 -1.008  0.31

Forces on the atoms, in the same order (eV/Å):
0.0747 0.4012 -0.5176
0.0247 0.0252 -0.0213
-0.0221 -0.0303 0.0549
0.2099 -0.1847 0.2330
0.0221 -0.1005 0.0498
-0.0217 -0.0908 0.1248
0.0826 0.0120 0.5407
0.0295 0.0016 -0.0045
-0.0027 0.0137 0.0000
0.0062 -0.0021 -0.0061
-0.0075 0.0011 0.0028
0.0046 0.0031 0.0019
-0.0031 -0.0019 0.0071
0.0106 0.0340 -0.0064
0.0135 0.0003 -0.0111
0.0039 0.0051 -0.0092
0.0016 0.0023 -0.0019
0.0041 0.0561 -0.0225
0.0787 -0.1418 0.0593
0.0017 -0.0021 -0.0027
-0.0055 -0.0041 0.0014
-0.0008 0.0019 -0.0037
-0.0005 -0.0031 0.0032
-0.0023 -0.0012 -0.0019
0.0007 -0.0024 -0.0026
0.0034 -0.0013 -0.0010
-0.0012 -0.0008 -0.0027
-0.0058 -0.0018 0.0002
-0.0032 0.0022 0.0004
0.0026 0.0029 0.0020
0.0013 -0.0148 0.0085
0.0001 0.0026 -0.0079
0.0084 0.0024 0.0043
-0.0057 -0.0045 -0.0001
-0.0022 -0.0012 0.0042
-0.0041 -0.0037 0.0034
-0.0012 -0.0065 -0.0105
0.0064 0.0016 0.0246
-0.3222 -0.0720 -0.1849
0.0029 -0.0417 -0.0386
-0.0029 0.0000 -0.0001
0.0113 -0.0083 -0.0479
-0.0065 -0.0073 -0.0185
0.0024 -0.0011 -0.0111
-0.0104 0.0092 0.0127
0.0194 0.0064 0.0447
-0.2460 0.0208 -0.2096
0.0057 -0.0024 -0.0039
-0.0129 0.0050 0.0034
0.0053 -0.0012 -0.0026
-0.0016 0.0087 0.0107
0.0029 0.0023 0.0005
0.0003 0.0003 0.0054
-0.0017 -0.0054 -0.0015
0.0037 0.0020 0.0018
-0.0032 0.0024 -0.0044
-0.0019 -0.0018 0.0019
0.0039 0.0010 0.0011
0.0002 -0.0036 -0.0027
0.0002 0.0048 -0.0028
0.0027 0.0038 -0.0004
-0.0048 0.0019 0.0052
0.0079 -0.0004 -0.0027
0.0064 -0.0009 0.0050
-0.0021 -0.0031 0.0023
-0.0111 -0.0014 -0.0019
-0.0038 0.0027 0.0009
0.0015 -0.0041 0.0035
0.0030 0.0054 -0.0059
0.0007 -0.0019 0.0087
-0.0078 0.0026 -0.0054
0.0030 -0.0022 -0.0026
0.0077 0.0007 0.0027
0.0014 -0.0039 0.0013
-0.0010 -0.0003 -0.0056
0.0296 0.0157 -0.0917
0.0021 0.0641 0.0650
0.0281 0.1700 -0.1231
-0.0389 0.0250 -0.0044
0.0165 -0.0069 -0.0109
0.0055 0.0077 -0.0229
0.0140 -0.1751 0.0878
-0.0051 -0.0072 -0.0249
0.0176 -0.0180 -0.0110
0.0046 0.0092 0.0148
-0.0167 -0.0047 0.0067
-0.0034 -0.0065 -0.0344
-0.0034 0.0024 0.0545
0.0089 -0.0052 0.0019
-0.0258 0.0004 -0.0082
-0.0229 -0.0073 0.0087
0.0683 0.0609 0.0380
-0.0033 -0.0016 0.0088
-0.0289 -0.0108 -0.0151
-0.0047 -0.0059 -0.0070
0.0082 -0.0062 -0.0004
0.0015 0.0003 0.0128
0.0039 0.0046 0.0070
0.0080 -0.0027 -0.0003
-0.0049 0.0016 -0.0004
-0.0029 -0.0002 -0.0062
-0.0027 0.0007 -0.0054
-0.0009 0.0013 -0.0008
0.0112 0.0122 0.0069
-0.0063 -0.0057 -0.0087
-0.0118 0.0017 0.0114

3.
Density functional theory data (the ωB97M-V functional and the def2-TZVPD basis) for C4H12N2O in the gas phase.

## Properties
**Total energy**: -9367.504 eV
**Gap between HOMO and LUMO**: 9.45 eV
**HOMO**: -8.3197 eV
**Energy above the lowest of the compared OMol25 structures with the same formula, charge and spin**: 356.0 kJ/mol

Last column: natural (NBO) charge in e.
Cartesian coordinates (Å):
C: -0.766 -1.078 -0.636  -0.63
C: 0.160 0.067 -0.295  -0.25
C: 1.771 -0.475 0.035  -0.21
N: 2.594 -0.569 -1.135  -0.83
C: -0.084 0.723 1.000  -0.06
O: -1.334 1.685 0.752  -0.46
N: -2.586 0.999 0.773  -0.55
H: -0.546 -1.486 -1.621  0.20
H: -0.672 -1.878 0.100  0.20
H: -1.797 -0.722 -0.589  0.25
H: 0.224 0.798 -1.103  0.21
H: 1.640 -1.476 0.450  0.18
H: 2.325 0.088 0.788  0.19
H: 2.764 0.344 -1.542  0.35
H: 2.182 -1.170 -1.838  0.35
H: -0.370 0.031 1.795  0.19
H: 0.664 1.464 1.276  0.20
H: -2.997 1.168 1.692  0.33
H: -3.174 1.486 0.098  0.34

Forces on the atoms, in the same order (eV/Å):
-0.0117 0.1548 0.1015
3.7845 -1.0330 1.0870
-2.1501 -0.2647 -1.1996
0.5082 -0.1024 -0.3744
-3.8881 2.1764 -0.8192
1.3801 -0.7605 0.8854
0.2133 -0.3251 0.3043
-0.0245 -0.0424 -0.0663
0.0170 -0.0806 0.0451
0.0909 -0.1718 -0.2132
0.0724 0.0356 0.1538
0.0100 -0.0803 0.0362
-0.4687 0.4034 -0.0503
-0.0594 -0.1354 -0.0412
0.0314 0.1144 -0.0005
0.2161 0.1338 0.0995
-0.1098 -0.2010 0.1176
0.1003 0.1418 -0.1533
0.2879 0.0373 0.0876

Q: What is the total energy in the third record?
A: -9367.504 eV

Q: What is the total energy in the second record?
A: -89650.641 eV

Q: Number 1 is which compound?
A: C3H23NO8

Q: The lowest total energy belongs to which entry?
A: C40H53N8OS3Sr